Entry from the Open Molecules 2025 dataset: a structure of composition C23H53NO4P3Re (wB97M-V/def2-TZVPD).

Summary:
DFT total energy: -64359.567 eV
Molecular weight: 686.8 g mol⁻¹

```
! RIJCOSX wB97M-V def2-TZVPD def2/J DEFGRID3
* xyz 3 4
Re 0.157 -0.182 -1.003
P 0.222 -2.504 -1.308
P 0.271 2.289 -1.058
N 0.578 -0.071 -2.939
C 0.314 -2.537 -3.153
H 0.984 -3.341 -3.466
H -0.693 -2.768 -3.523
C 0.764 -1.235 -3.810
H 1.815 -1.309 -4.180
H 0.141 -1.043 -4.712
C 0.792 1.178 -3.672
H 0.184 1.087 -4.599
H 1.850 1.277 -4.007
C 0.336 2.416 -2.899
H -0.675 2.656 -3.250
H 0.993 3.246 -3.172
C 1.769 3.327 -0.594
C 2.106 3.280 0.894
H 3.045 3.828 1.064
H 2.214 2.255 1.258
H 1.329 3.770 1.490
C -1.203 3.353 -0.550
C -1.123 3.925 0.870
H -2.153 4.060 1.238
H -0.645 4.917 0.906
H -0.613 3.254 1.569
C -1.338 -3.458 -0.960
C -1.363 -3.916 0.499
H -2.384 -4.265 0.714
H -1.135 -3.091 1.189
H -0.667 -4.752 0.672
C 1.695 -3.582 -0.886
C 1.982 -3.591 0.615
H 2.977 -4.029 0.775
H 1.250 -4.196 1.163
H 1.985 -2.577 1.034
C 2.011 -0.234 -0.513
O 3.159 -0.209 -0.232
C -1.607 4.475 -1.504
H -0.946 5.345 -1.383
H -1.632 4.186 -2.558
H -2.621 4.785 -1.216
C -1.688 -4.620 -1.896
H -2.680 -4.975 -1.588
H -1.737 -4.327 -2.951
H -0.988 -5.457 -1.780
C 1.598 -5.002 -1.438
H 2.593 -5.457 -1.342
H 0.898 -5.617 -0.857
H 1.327 -5.033 -2.500
C 1.683 4.785 -1.036
H 1.008 5.368 -0.396
H 2.684 5.223 -0.922
H 1.390 4.916 -2.083
H 2.590 2.825 -1.136
H 2.536 -3.065 -1.386
H -2.005 2.599 -0.550
H -2.103 -2.676 -1.095
H -1.994 0.021 -2.139
H -1.805 -0.634 -1.751
C -3.470 -0.580 1.746
C -3.054 0.827 1.483
O -1.613 1.074 1.338
P -0.353 0.056 1.242
O -0.804 -0.972 2.427
C -1.030 -0.505 3.862
C -1.118 0.976 4.132
O 0.955 0.710 2.026
C 1.906 -0.198 2.782
C 2.475 0.661 3.853
H -3.436 -1.156 0.817
H -4.494 -0.523 2.136
H -2.850 -1.078 2.485
H -3.489 1.170 0.533
H -3.346 1.518 2.271
H -1.960 -1.004 4.164
H -0.188 -0.960 4.389
H -1.998 1.461 3.682
H -1.222 1.112 5.215
H -0.220 1.543 3.841
H 1.362 -1.065 3.187
H 2.646 -0.562 2.068
H 1.669 1.083 4.455
H 3.130 0.042 4.467
H 3.068 1.481 3.438
*
```

Entry from the Open Molecules 2025 dataset: a cluster of 4 separate species, C23H54N2O15P5 in total (wB97M-V/def2-TZVPD).

Summary:
DFT total energy: -104856.728 eV
Molecular weight: 753.6 g mol⁻¹

```
! RIJCOSX wB97M-V def2-TZVPD def2/J DEFGRID3
* xyz 1 1
C 9.655 -0.112 -2.866
C 9.433 1.363 -2.592
C 10.356 2.181 -1.872
C 10.009 3.548 -1.711
N 8.943 4.206 -2.130
N 8.163 3.389 -2.812
P 6.693 4.177 -3.504
P 4.977 2.949 -2.893
O 4.942 1.687 -3.661
O 5.017 2.655 -1.297
O 3.667 3.834 -3.282
C 8.310 2.103 -3.053
H 9.023 -0.725 -2.189
H 10.710 -0.423 -2.879
H 9.257 -0.315 -3.886
H 11.283 1.799 -1.434
H 10.734 4.173 -1.161
H 6.530 5.458 -2.899
H 5.055 1.681 -1.227
H 3.375 3.422 -4.121
H 7.528 1.570 -3.624
O -0.860 -2.571 -2.751
P -0.385 -1.139 -2.690
O 1.036 -1.392 -1.893
C 2.081 -2.081 -2.565
C 2.709 -1.216 -3.646
O -1.346 -0.716 -1.416
C -2.723 -1.120 -1.398
C -2.931 -2.176 -0.333
O 0.029 0.469 -2.883
C 0.033 1.438 -1.833
C 1.217 1.288 -0.894
H 1.713 -3.018 -2.994
H 2.827 -2.336 -1.809
H 1.986 -0.995 -4.437
H 3.565 -1.725 -4.094
H 3.040 -0.258 -3.244
H -3.043 -1.482 -2.376
H -3.324 -0.238 -1.163
H -2.262 -3.024 -0.482
H -3.961 -2.537 -0.339
H -2.709 -1.767 0.655
H -0.905 1.465 -1.285
H 0.105 2.408 -2.334
H 1.095 0.417 -0.250
H 1.304 2.165 -0.249
H 2.150 1.166 -1.447
O 2.432 -5.103 3.545
P 1.220 -4.211 3.614
O 1.683 -3.022 2.575
C 1.822 -3.342 1.194
C 0.475 -3.538 0.529
O 1.597 -3.505 5.059
C 2.102 -4.310 6.127
C 3.566 -3.992 6.358
O -0.328 -3.613 3.714
C -0.714 -2.429 4.412
C -0.358 -1.150 3.685
H 2.447 -4.233 1.074
H 2.345 -2.506 0.724
H -0.050 -4.401 0.952
H 0.595 -3.700 -0.543
H -0.162 -2.667 0.683
H 1.961 -5.372 5.923
H 1.526 -4.069 7.024
H 4.145 -4.119 5.443
H 3.988 -4.636 7.132
H 3.684 -2.951 6.665
H -0.350 -2.421 5.438
H -1.803 -2.484 4.489
H 0.714 -0.955 3.728
H -0.868 -0.303 4.149
H -0.647 -1.203 2.634
O -6.047 0.402 0.103
P -7.362 1.135 0.175
O -7.054 2.374 -0.863
C -6.878 2.077 -2.245
C -8.193 1.712 -2.910
O -7.064 1.891 1.613
C -6.454 1.162 2.680
C -5.039 1.661 2.896
O -8.971 1.531 0.284
C -9.499 2.657 0.988
C -9.311 3.972 0.263
H -6.147 1.272 -2.368
H -6.466 2.972 -2.713
H -8.603 0.790 -2.488
H -8.054 1.567 -3.983
H -8.936 2.494 -2.754
H -6.463 0.089 2.483
H -7.048 1.333 3.581
H -4.456 1.602 1.977
H -4.534 1.080 3.670
H -5.050 2.710 3.198
H -9.132 2.710 2.011
H -10.572 2.465 1.072
H -8.272 4.301 0.299
H -9.920 4.747 0.732
H -9.598 3.885 -0.786
*
```

Entry from the Open Molecules 2025 dataset: a cluster of 5 separate species, C23H54N4O5 in total (wB97M-V/def2-TZVPD).

Summary:
DFT total energy: -40923.238 eV
SMILES string: CC1(C)CCCC(C)(C)N1O.CC1(C)CCCC(C)(C)N1O.NC(N)=O.CCO.CCO
Molecular weight: 466.7 g mol⁻¹

```
! RIJCOSX wB97M-V def2-TZVPD def2/J DEFGRID3
* xyz 0 1
C -2.768 4.604 -7.215
C -3.924 3.765 -7.766
C -4.970 4.741 -8.328
C -5.965 4.073 -9.283
C -5.230 3.317 -10.399
C -4.190 2.312 -9.895
N -3.363 2.998 -8.890
O -2.364 2.088 -8.418
C -4.956 1.098 -9.394
C -3.284 1.999 -11.104
C -4.584 3.015 -6.603
H -2.401 5.324 -7.948
H -1.952 3.933 -6.945
H -3.026 5.170 -6.318
H -5.594 5.211 -7.563
H -4.505 5.597 -8.825
H -6.601 4.834 -9.732
H -6.618 3.388 -8.741
H -4.838 4.081 -11.080
H -5.946 2.804 -11.050
H -4.268 0.458 -8.835
H -5.804 1.290 -8.737
H -5.387 0.535 -10.225
H -2.558 1.243 -10.791
H -3.901 1.468 -11.831
H -2.788 2.887 -11.481
H -5.356 2.344 -6.981
H -4.985 3.745 -5.905
H -3.894 2.341 -6.089
H -1.577 2.444 -8.843
C -6.803 4.300 -14.899
C -7.492 3.138 -15.599
C -6.772 1.804 -15.204
C -7.585 0.532 -15.472
C -8.956 0.624 -14.854
C -9.719 1.853 -15.316
N -8.888 3.055 -15.159
O -9.620 4.222 -15.506
C -10.221 1.678 -16.749
C -10.944 2.007 -14.393
C -7.279 3.363 -17.110
H -7.276 5.225 -15.243
H -5.745 4.393 -15.143
H -6.896 4.302 -13.810
H -5.850 1.752 -15.785
H -6.520 1.839 -14.140
H -6.985 -0.272 -15.040
H -7.649 0.408 -16.556
H -8.803 0.665 -13.769
H -9.498 -0.302 -15.055
H -10.805 0.774 -16.929
H -10.870 2.489 -17.096
H -9.430 1.759 -17.499
H -10.615 2.118 -13.358
H -11.627 2.802 -14.683
H -11.531 1.084 -14.363
H -6.291 3.748 -17.363
H -7.960 4.123 -17.503
H -7.461 2.454 -17.687
H -9.558 4.743 -14.681
C -9.773 5.608 -12.337
O -10.447 5.893 -13.337
N -9.063 4.462 -12.242
N -9.463 6.508 -11.322
H -9.150 3.733 -12.937
H -8.563 4.248 -11.398
H -9.956 7.412 -11.349
H -9.278 6.077 -10.434
C -11.868 8.942 -12.910
C -11.316 9.905 -11.873
O -10.259 9.264 -11.086
H -12.666 9.431 -13.471
H -12.202 8.054 -12.381
H -11.082 8.659 -13.607
H -12.093 10.151 -11.149
H -10.888 10.802 -12.321
H -9.446 9.609 -11.468
C -10.577 5.651 -7.810
C -9.094 5.451 -8.209
O -9.046 4.369 -9.142
H -11.172 5.769 -8.713
H -10.593 6.587 -7.244
H -10.927 4.823 -7.196
H -8.561 5.226 -7.283
H -8.793 6.391 -8.662
H -9.303 3.580 -8.657
*
```

Entry from the Open Molecules 2025 dataset: a cluster of 4 separate species, C23H55N2O5S2 in total (wB97M-V/def2-TZVPD).

Summary:
DFT total energy: -59627.875 eV
Molecular weight: 503.8 g mol⁻¹

```
! RIJCOSX wB97M-V def2-TZVPD def2/J DEFGRID3
* xyz -1 1
C -0.516 -2.316 0.725
C -0.568 -3.818 0.068
N -1.920 -4.494 0.116
S -2.566 -4.622 1.732
O -3.589 -3.433 1.896
O -3.421 -5.933 1.825
N -1.398 -4.444 3.017
S -0.593 -5.945 3.401
O 0.078 -6.513 2.124
O -1.507 -7.057 3.968
C 0.749 -5.498 4.686
O 1.141 -6.638 5.531
C 1.938 -7.622 4.756
C 2.223 -8.911 5.770
H 0.067 -2.426 1.761
H 0.178 -1.641 0.045
H -1.558 -1.840 0.965
H -0.311 -3.679 -1.089
H 0.309 -4.484 0.499
H -1.904 -5.453 -0.324
H 0.268 -4.647 5.371
H 1.661 -5.003 4.097
H 2.953 -7.177 4.337
H 1.341 -8.079 3.835
H 1.445 -8.920 6.663
H 2.054 -9.925 5.172
H 3.323 -8.894 6.209
C 2.157 0.319 -0.192
C 1.069 1.370 -0.033
C 0.672 2.036 -1.353
C 1.788 2.820 -2.054
C 2.424 3.939 -1.224
C 1.442 5.037 -0.841
H 3.088 0.755 -0.565
H 2.373 -0.147 0.774
H 1.840 -0.467 -0.885
H 1.388 2.123 0.696
H 0.180 0.889 0.393
H -0.180 2.701 -1.169
H 0.307 1.265 -2.044
H 1.380 3.251 -2.977
H 2.576 2.128 -2.370
H 3.234 4.387 -1.810
H 2.887 3.530 -0.320
H 0.999 5.491 -1.733
H 1.957 5.824 -0.281
H 0.635 4.655 -0.211
C -1.625 -1.588 5.083
C -2.713 -0.537 5.243
C -3.110 0.128 3.922
C -1.994 0.913 3.222
C -1.358 2.031 4.052
C -2.340 3.130 4.435
H -0.694 -1.153 4.710
H -1.409 -2.055 6.050
H -1.942 -2.375 4.391
H -2.394 0.215 5.971
H -3.602 -1.019 5.669
H -3.962 0.793 4.107
H -3.475 -0.642 3.232
H -2.402 1.343 2.299
H -1.206 0.221 2.906
H -0.548 2.480 3.466
H -0.895 1.623 4.956
H -2.783 3.583 3.542
H -1.825 3.917 4.995
H -3.147 2.748 5.065
C 1.510 2.504 -8.820
C 0.166 3.071 -8.389
C 0.143 4.600 -8.334
C 1.107 5.235 -7.325
C 0.926 4.786 -5.873
C -0.436 5.147 -5.296
H 2.303 2.761 -8.111
H 1.458 1.412 -8.877
H 1.793 2.881 -9.808
H -0.117 2.647 -7.419
H -0.596 2.738 -9.103
H -0.880 4.929 -8.116
H 0.379 4.995 -9.331
H 0.992 6.325 -7.377
H 2.140 5.029 -7.628
H 1.699 5.267 -5.262
H 1.088 3.707 -5.781
H -0.601 6.229 -5.337
H -0.497 4.834 -4.249
H -1.247 4.654 -5.838
*
```

Entry from the Open Molecules 2025 dataset: a cluster of 3 separate species, C23H56BN6O7 in total (wB97M-V/def2-TZVPD).

Summary:
DFT total energy: -48701.323 eV
Molecular weight: 539.5 g mol⁻¹

```
! RIJCOSX wB97M-V def2-TZVPD def2/J DEFGRID3
* xyz 1 1
C 2.712 1.211 -1.607
O 2.272 2.584 -1.715
C 0.960 2.739 -1.187
C 0.496 4.207 -1.524
C -0.644 4.257 -2.640
C -1.570 5.488 -2.320
C -3.104 5.243 -2.576
C -3.709 4.045 -1.758
C -3.029 3.838 -0.344
C -3.747 2.601 0.371
N -4.600 1.810 -0.537
C -5.462 2.609 -1.331
N -6.556 2.039 -1.790
B -6.928 0.613 -1.426
O -8.050 0.276 -0.687
O -6.089 -0.415 -1.920
N -5.191 3.981 -1.708
C -5.831 4.867 -0.687
N -5.749 6.304 -0.949
H 3.257 1.107 -0.634
H 3.363 1.024 -2.488
H 1.815 0.539 -1.612
H 0.234 1.956 -1.520
H 1.053 2.671 -0.064
H 0.102 4.629 -0.561
H 1.328 4.863 -1.863
H -0.229 4.253 -3.670
H -1.201 3.285 -2.520
H -1.267 6.311 -3.021
H -1.441 5.906 -1.294
H -3.627 6.214 -2.457
H -3.203 4.971 -3.662
H -3.400 3.128 -2.331
H -3.047 4.752 0.292
H -1.955 3.549 -0.447
H -2.968 1.920 0.779
H -4.329 3.020 1.230
H -4.046 1.177 -1.117
H -7.189 2.561 -2.399
H -8.015 -0.681 -0.536
H -5.558 -0.044 -2.636
H -6.929 4.619 -0.702
H -5.508 4.701 0.367
H -5.771 6.433 -1.961
H -4.842 6.657 -0.637
C 7.966 -0.272 4.301
O 8.057 -0.919 3.042
C 7.933 -2.337 3.117
C 6.609 -2.800 2.521
N 5.481 -2.412 3.364
C 4.174 -2.578 2.727
C 3.884 -1.759 1.464
O 3.771 -0.360 1.691
C 5.007 0.337 1.725
H 8.271 0.765 4.167
H 6.939 -0.281 4.679
H 8.633 -0.736 5.033
H 8.065 -2.707 4.138
H 8.744 -2.751 2.511
H 6.623 -3.889 2.418
H 6.531 -2.363 1.519
H 5.583 -1.440 3.622
H 3.426 -2.306 3.477
H 4.025 -3.640 2.504
H 2.902 -2.075 1.097
H 4.588 -1.967 0.650
H 5.755 -0.104 1.062
H 5.384 0.384 2.750
H 4.827 1.365 1.402
C 0.767 -2.435 -0.982
O 0.570 -2.959 0.322
C -0.742 -2.734 0.830
C -1.534 -4.034 0.897
N -1.872 -4.519 -0.439
C -2.388 -5.890 -0.465
C -1.464 -7.013 0.023
O -0.345 -7.250 -0.816
C 0.765 -6.398 -0.591
H 1.834 -2.470 -1.202
H 0.243 -3.037 -1.729
H 0.435 -1.394 -1.043
H -1.276 -1.967 0.259
H -0.617 -2.357 1.849
H -2.456 -3.864 1.461
H -0.925 -4.760 1.446
H -1.045 -4.485 -1.020
H -2.649 -6.104 -1.504
H -3.321 -5.924 0.107
H -2.047 -7.937 0.001
H -1.148 -6.883 1.064
H 0.857 -6.104 0.458
H 0.704 -5.514 -1.231
H 1.669 -6.940 -0.876
*
```